No. 1
Below is a single C5H15P3 molecule at a distorted geometry, with properties calculated with the ωB97M-V functional and the def2-TZVPD basis.

Properties
Total charge ... 0
SMILES string ... CC(C)(C)[C@H](P)[PH]#[PH2]
Relative energy (zero: lowest compared OMol25 entry of this formula, charge and spin) ... 0.0 kJ/mol
Kohn-Sham gap ... 0.344 hartree

Last columns: bonded neighbours and bond lengths (Å).
Cartesian coordinates (Å):
1 C 1.83604 -0.89199 -0.85333  C2 1.586, H9 1.178, H10 1.107, H11 1.088
2 C 0.56677 -0.60244 0.05302  C1 1.586, C3 1.523, C4 1.499, C5 1.546
3 C 1.07174 -0.50330 1.48663  C2 1.523, H12 1.148, H13 1.049, H14 1.152
4 C -0.44225 -1.70862 0.12474  C2 1.499, H15 1.117, H16 1.198, H17 1.154
5 C -0.04184 0.74496 -0.39933  C2 1.546, P6 2.219, P7 1.857, H18 1.107
6 P 1.32808 2.42246 0.08542  C5 2.219, H19 1.346, H20 1.385
7 P -1.56689 1.07941 0.60583  C5 1.857, P8 2.142, H21 1.397
8 P -3.00746 0.34490 -0.79908  P7 2.142, H22 1.460, H23 1.289
9 H 2.62085 -1.54050 -0.26070  C1 1.178
10 H 1.65551 -1.55022 -1.72454  C1 1.107
11 H 2.25744 0.10624 -0.95044  C1 1.088
12 H 1.93769 0.24967 1.52896  C3 1.148
13 H 1.29240 -1.41705 1.95160  C3 1.049
14 H 0.26189 0.07110 2.07141  C3 1.152
15 H -0.06270 -2.75345 0.01288  C4 1.117
16 H -1.13465 -1.63278 1.09941  C4 1.198
17 H -1.26629 -1.64684 -0.68129  C4 1.154
18 H -0.10435 0.85746 -1.49838  C5 1.107
19 H 0.44216 3.39276 -0.20771  P6 1.346
20 H 1.65750 2.56803 -1.25166  P6 1.385
21 H -1.90969 2.35447 0.14997  P7 1.397
22 H -3.46022 -0.96354 -0.33713  P8 1.460
23 H -3.93172 1.01928 -0.20629  P8 1.289

Here are the Mulliken charges for atoms 1 to 5, given in e: number 1, C, carries -1.4486; number 2, C, carries 1.6353; number 3, C, carries -1.5951; number 4, C, carries -1.5941; number 5, C, carries -0.9772

=====

No. 2
Below is 2 unconnected molecules or ions with the total composition C5H16N2O at a distorted geometry, with properties calculated with the ωB97M-V functional and the def2-TZVPD basis.

Properties
Total charge ... 0
SMILES string ... CNCCN(C)C.O
Relative energy (zero: lowest compared OMol25 entry of this formula, charge and spin) ... 308.3 kJ/mol
Kohn-Sham gap ... 0.334 hartree

Last columns: bonded neighbours and bond lengths (Å).
Cartesian coordinates (Å):
1 C -1.73219 -1.48853 -2.66467  N2 1.442, H8 1.035, H9 1.174, H10 1.078
2 N -0.82955 -0.42914 -2.28770  C1 1.442, C3 1.484, H11 1.045
3 C -1.31318 0.31510 -1.09782  N2 1.484, C4 1.589, H12 1.146, H13 1.110
4 C -0.12184 1.18076 -0.50208  C3 1.589, N5 1.490, H14 1.188, H15 1.145
5 N 0.51462 0.61776 0.72237  C4 1.490, C6 1.451, C7 1.487
6 C 0.76458 -0.80863 0.81083  N5 1.451, H16 1.170, H17 1.173, H18 1.126
7 C -0.08923 1.26864 1.91579  N5 1.487, H19 1.167, H20 1.081, H21 1.131
8 H -2.74398 -1.26869 -2.66942  C1 1.035
9 H -1.21693 -2.14547 -3.49061  C1 1.174
10 H -1.80431 -2.31026 -1.96990  C1 1.078
11 H -0.52306 0.12923 -3.11563  N2 1.045
12 H -2.22904 0.99330 -1.21958  C3 1.146
13 H -1.75979 -0.28961 -0.28104  C3 1.110
14 H -0.43110 2.27083 -0.14528  C4 1.188
15 H 0.67898 1.29303 -1.31339  C4 1.145
16 H 1.07751 -1.08593 -0.28234  C6 1.170
17 H -0.07251 -1.55583 1.15279  C6 1.173
18 H 1.74417 -0.92492 1.35302  C6 1.126
19 H 0.60686 0.91853 2.78475  C7 1.167
20 H -0.02819 2.34654 1.96477  C7 1.081
21 H -1.17638 1.09017 2.17112  C7 1.131
22 O 3.58087 0.01231 3.11657  H23 1.050, H24 0.961
23 H 3.76659 -0.84455 2.53857  O22 1.050
24 H 3.33707 0.71534 2.50890  O22 0.961

Here are the Mulliken charges for atoms 1 to 5, given in e: number 1, C, carries -1.0649; number 2, N, carries -0.2260; number 3, C, carries -0.6493; number 4, C, carries -0.7246; number 5, N, carries 0.0549

=====

No. 3
Below is 3 unconnected molecules or ions with the total composition C5H16N2O at a distorted geometry, with properties calculated with the ωB97M-V functional and the def2-TZVPD basis.

Properties
Total charge ... +2
Relative energy (zero: lowest compared OMol25 entry of this formula, charge and spin) ... 925.3 kJ/mol
Kohn-Sham gap ... 0.170 hartree

Last columns: bonded neighbours and bond lengths (Å).
Cartesian coordinates (Å):
1 C -1.25004 -0.95588 1.20857  C2 1.511, H8 1.113, H9 1.133, H10 1.173
2 C -0.83302 -0.04071 0.08128  C1 1.511, C3 1.591, N7 1.513, H11 1.078
3 C 0.07624 1.16038 0.59216  C2 1.591, C4 1.560, H12 1.138, H13 1.091
4 C 1.18017 0.67767 1.58353  C3 1.560, N6 1.530, H14 1.090, H15 1.135
5 C 3.14690 0.19008 0.22824  N6 1.325, H16 1.079, H17 1.060
6 N 2.14227 -0.31485 0.92869  C4 1.530, C5 1.325
7 N -1.95286 0.56166 -0.73901  C2 1.513, H19 1.030, H20 1.062, H21 0.979
8 H -0.31770 -1.41292 1.61010  C1 1.113
9 H -1.80928 -1.89451 0.90775  C1 1.133
10 H -1.77562 -0.40641 2.10216  C1 1.173
11 H -0.14480 -0.57465 -0.55396  C2 1.078
12 H 0.60916 1.57404 -0.32442  C3 1.138
13 H -0.55650 1.85707 1.14377  C3 1.091
14 H 1.72149 1.51144 2.03083  C4 1.090
15 H 0.63920 0.12353 2.41371  C4 1.135
16 H 3.74362 -0.56703 -0.25732  C5 1.079
17 H 3.53237 1.14526 0.47804  C5 1.060
18 H 0.74355 0.41695 -1.88064  no bonds
19 H -2.90082 0.19378 -0.57711  N7 1.030
20 H -2.13084 1.57700 -0.48173  N7 1.062
21 H -1.75364 0.49695 -1.69548  N7 0.979
22 H -0.72546 -0.82714 -2.64424  O24 0.936
23 H -1.64282 -1.25319 -3.68022  O24 0.924
24 O -1.55991 -1.23463 -2.76020  H22 0.936, H23 0.924

Here are the Mulliken charges for atoms 1 to 5, given in e: number 1, C, carries -1.6960; number 2, C, carries 0.0891; number 3, C, carries -0.2317; number 4, C, carries -0.9605; number 5, C, carries -0.2242

=====

No. 4
Below is 3 unconnected molecules or ions with the total composition C5H16N2O2 at a distorted geometry, with properties calculated with the ωB97M-V functional and the def2-TZVPD basis.

Properties
Total charge ... 0
SMILES string ... CN/C=C/CCN.O.O
Relative energy (zero: lowest compared OMol25 entry of this formula, charge and spin) ... 198.0 kJ/mol
Kohn-Sham gap ... 0.312 hartree

Last columns: bonded neighbours and bond lengths (Å).
Cartesian coordinates (Å):
1 C -0.09915 -2.10099 1.68792  N2 1.458, H8 1.076, H9 1.080, H10 1.095
2 N 0.52147 -0.78977 1.83581  C1 1.458, C3 1.390, H11 1.002
3 C 0.23314 0.26998 0.98430  N2 1.390, C4 1.337, H12 1.083
4 C -0.56978 0.26851 -0.08532  C3 1.337, C5 1.507, H13 1.081
5 C -0.52947 1.44277 -1.02856  C4 1.507, C6 1.551, H14 1.089, H15 1.100
6 C -0.54377 0.93894 -2.49565  C5 1.551, N7 1.461, H16 1.092, H17 1.089
7 N 0.62585 0.18128 -2.93582  C6 1.461, H18 1.022, H19 1.019
8 H -0.31056 -2.45338 2.68256  C1 1.076
9 H -0.91004 -2.07827 0.97543  C1 1.080
10 H 0.65899 -2.72365 1.20239  C1 1.095
11 H 0.80047 -0.46725 2.74218  N2 1.002
12 H 0.76552 1.18310 1.22136  C3 1.083
13 H -1.17916 -0.52368 -0.49612  C4 1.081
14 H 0.28785 2.13805 -0.84448  C5 1.089
15 H -1.48379 1.99041 -1.03424  C5 1.100
16 H -1.46552 0.35582 -2.55520  C6 1.092
17 H -0.69039 1.73416 -3.22498  C6 1.089
18 H 1.40861 0.82677 -2.81032  N7 1.022
19 H 0.88073 -0.51382 -2.23632  N7 1.019
20 O 3.30693 -0.48187 0.03799  H21 0.973, H22 0.970
21 H 2.57402 0.00405 -0.37835  O20 0.973
22 H 3.51105 0.24554 0.64672  O20 0.970
23 O -2.74397 -0.16040 1.91354  H24 0.963, H25 0.954
24 H -1.82840 0.06662 2.10574  O23 0.963
25 H -3.22063 0.64709 2.08942  O23 0.954

Here are the Mulliken charges for atoms 1 to 5, given in e: number 1, C, carries -0.8928; number 2, N, carries -0.0947; number 3, C, carries -0.6065; number 4, C, carries 0.0511; number 5, C, carries -0.6850

=====

No. 5
Below is 3 unconnected molecules or ions with the total composition C5H16N2O3, with properties calculated with the ωB97M-V functional and the def2-TZVPD basis.

Properties
Total charge ... 0
SMILES string ... C[C@@H](N)CNCC=O.O.O
Relative energy (zero: lowest compared OMol25 entry of this formula, charge and spin) ... 150.4 kJ/mol
Kohn-Sham gap ... 0.361 hartree

Last columns: bonded neighbours and bond lengths (Å).
Cartesian coordinates (Å):
1 C -2.61843 0.07848 0.89370  C2 1.528, H9 1.090, H10 1.093, H11 1.089
2 C -1.30573 0.53305 0.25846  C1 1.528, N3 1.471, C4 1.525, H12 1.092
3 N -0.16804 0.35975 1.17420  C2 1.471, H13 1.011, H14 1.010
4 C -1.04869 -0.22495 -1.04018  C2 1.525, N5 1.477, H15 1.091, H16 1.094
5 N -0.07688 0.45882 -1.91791  C4 1.477, C6 1.461, H17 1.007
6 C 1.05766 -0.37896 -2.30114  N5 1.461, C7 1.513, H18 1.095, H19 1.095
7 C 1.98111 -0.54299 -1.11432  C6 1.513, O8 1.206, H20 1.102
8 O 2.29037 -1.62663 -0.68362  C7 1.206
9 H -2.81677 0.67199 1.78612  C1 1.090
10 H -2.54424 -0.96579 1.20752  C1 1.093
11 H -3.45562 0.16633 0.20238  C1 1.089
12 H -1.35296 1.59894 0.02560  C2 1.092
13 H -0.45404 0.38170 2.14348  N3 1.011
14 H 0.31372 -0.51402 1.01527  N3 1.010
15 H -1.99200 -0.35122 -1.57364  C4 1.091
16 H -0.66915 -1.22122 -0.79425  C4 1.094
17 H -0.54691 0.83316 -2.72612  N5 1.007
18 H 0.75125 -1.35999 -2.67785  C6 1.095
19 H 1.61270 0.13199 -3.09479  C6 1.095
20 H 2.32818 0.39562 -0.65174  C7 1.102
21 O 1.25847 2.61679 -0.16338  H22 0.972, H23 0.974
22 H 0.93278 2.06684 0.56902  O21 0.972
23 H 0.78692 2.21072 -0.91330  O21 0.974
24 O -0.83214 -1.39400 3.64719  H25 0.964, H26 0.966
25 H -0.33663 -2.19824 3.45336  O24 0.964
26 H -1.04354 -1.42630 4.58871  O24 0.966

Here are the Mulliken charges for atoms 1 to 5, given in e: number 1, C, carries -1.5933; number 2, C, carries 0.5382; number 3, N, carries -0.4913; number 4, C, carries -1.1030; number 5, N, carries -0.2392

=====

No. 6
Below is 2 unconnected molecules or ions with the total composition C5H16N2OP at a distorted geometry, with properties calculated with the ωB97M-V functional and the def2-TZVPD basis.

Properties
Total charge ... +1
Relative energy (zero: lowest compared OMol25 entry of this formula, charge and spin) ... 95.5 kJ/mol
Kohn-Sham gap ... 0.384 hartree

Last columns: bonded neighbours and bond lengths (Å).
Cartesian coordinates (Å):
1 C -2.18743 0.46032 1.49950  N6 1.437, H10 1.100, H11 1.131, H12 1.190
2 C -1.46094 -1.42408 0.24834  N6 1.441, H13 1.035, H14 1.091, H15 1.026
3 C 0.26669 -0.15568 -2.14386  N7 1.441, H16 1.172, H17 1.034, H18 1.146
4 C 0.67136 2.14019 -1.50401  N7 1.412, H19 1.110, H20 1.125, H21 1.116
5 C -0.62529 0.93227 -0.08896  N6 1.287, N7 1.305, H22 1.117
6 N -1.30328 -0.00898 0.46794  C1 1.437, C2 1.441, C5 1.287
7 N 0.11632 0.88794 -1.16238  C3 1.441, C4 1.412, C5 1.305
8 O 1.48107 -1.42147 1.97994  P9 1.687, H23 0.968
9 P 2.46047 -0.62453 0.86071  O8 1.687, H24 1.421, H25 1.479
10 H -1.69957 0.41214 2.48400  C1 1.100
11 H -2.60133 1.44581 1.12921  C1 1.131
12 H -3.18543 -0.18445 1.56918  C1 1.190
13 H -0.58686 -1.97493 0.31294  C2 1.035
14 H -1.94780 -1.79955 1.14931  C2 1.091
15 H -1.91979 -1.53359 -0.66233  C2 1.026
16 H 0.38078 -1.17872 -1.58383  C3 1.172
17 H -0.38760 -0.26454 -2.93763  C3 1.034
18 H 1.29286 -0.04972 -2.64290  C3 1.146
19 H 0.63045 2.22517 -2.60976  C4 1.110
20 H 0.01184 2.88658 -0.98125  C4 1.125
21 H 1.78053 2.22015 -1.41237  C4 1.116
22 H -0.74863 1.91109 0.43449  C5 1.117
23 H 2.11436 -1.91839 2.51739  O8 0.968
24 H 3.37427 -1.64407 0.47889  P9 1.421
25 H 3.50330 -0.21242 1.82460  P9 1.479

Here are the Mulliken charges for atoms 1 to 5, given in e: number 1, C, carries -1.2385; number 2, C, carries -1.2803; number 3, C, carries -0.9534; number 4, C, carries -1.0225; number 5, C, carries 0.0506